No. 1
Entry from OMol25: a molecular structure, C37H28CrN10O3 in a non-equilibrium geometry (wB97M-V/def2-TZVPD).

Summary:
- Calculated total energy: -88286.2006 eV
- Energy above the lowest of the compared OMol25 structures with the same formula, charge and spin: 0.240 eV
- Charge: +1
- ⟨S²⟩: 0.76
- Multiplicity: 2

```
79
C37H28CrN10O3 (wB97M-V/def2-TZVPD)
Cr -0.2547 -1.2728 0.1846
C -1.9161 0.6527 3.6981
C -0.8400 1.1634 4.4206
C 0.4059 1.0590 3.8590
C 0.5868 0.4005 2.6262
N -0.4595 -0.1250 1.9439
C -1.6792 0.0522 2.4878
N 1.8848 0.3922 2.1999
C 2.3405 -0.1859 1.1459
N 1.6716 -0.9902 0.2517
C 2.5569 -1.3105 -0.7651
N 2.3350 -1.9670 -1.8377
C 1.1617 -2.5274 -2.2537
C 1.2287 -3.1050 -3.5342
C 0.1253 -3.6922 -4.1004
C -1.0411 -3.7382 -3.3443
C -1.0349 -3.1854 -2.0857
N 0.0168 -2.5582 -1.5277
C 3.8761 -0.7399 -0.4650
C 5.0768 -0.7809 -1.1452
C 6.1542 -0.1137 -0.5745
C 6.0222 0.5744 0.6278
C 4.8048 0.6408 1.2951
C 3.7408 -0.0357 0.7313
H -2.9268 0.7447 4.0673
H -0.9815 1.6446 5.3783
H 1.2885 1.4720 4.3232
H -2.5208 -0.3012 1.9118
H 2.1811 -3.0538 -4.0390
H 0.1677 -4.1179 -5.0934
H -1.9417 -4.1931 -3.7293
H -1.9338 -3.2503 -1.4940
H 5.1638 -1.3206 -2.0775
H 7.1142 -0.1270 -1.0717
H 6.8835 1.0697 1.0548
H 4.6891 1.1891 2.2201
O -4.5867 0.7491 -2.2899
C -3.5562 1.3090 -2.9392
C -3.8352 2.2433 -3.9370
C -2.8158 2.8444 -4.6436
C -1.4821 2.5241 -4.3829
C -1.1922 1.6249 -3.3867
C -2.2125 1.0086 -2.6453
C -1.8200 0.1043 -1.5776
O -0.5931 0.0150 -1.2340
N -2.7551 -0.6515 -0.9741
N -2.1638 -1.4348 -0.0695
C -2.8015 -2.3764 0.5511
C -1.9805 -3.1866 1.4145
C -2.4821 -4.2459 2.1674
C -1.6204 -4.9757 2.9631
C -0.2752 -4.6236 2.9911
C 0.1532 -3.5551 2.2299
N -0.6643 -2.8502 1.4468
H -4.2490 0.0788 -1.6646
H -4.8710 2.4769 -4.1411
H -3.0498 3.5797 -5.4014
H -0.6858 2.9810 -4.9526
H -0.1696 1.3658 -3.1509
H -3.8565 -2.5664 0.3945
H -3.5353 -4.4816 2.1083
H -1.9833 -5.8063 3.5522
H 0.4304 -5.1657 3.6019
H 1.1883 -3.2371 2.2483
N 2.7672 3.8332 1.8504
C 1.8506 4.6748 1.3036
O 2.0981 5.8270 1.0156
C 0.4983 4.0717 1.0702
C -0.6503 4.8250 1.2827
C -1.8832 4.2652 0.9938
C -1.9222 2.9597 0.5236
N -0.8285 2.2334 0.3176
C 0.3503 2.7907 0.5582
H 3.6904 4.1983 2.0140
H 2.5584 2.8824 2.1108
H -0.5661 5.8340 1.6636
H -2.7924 4.8319 1.1345
H -2.8657 2.4765 0.2866
H 1.2142 2.1846 0.3068
```

Mulliken population analysis, charges in e, atoms 1 to 2: -1.1320, -1.1351

---

No. 2
Entry from OMol25: a molecular structure, C34H43AsN3O5OsS3Se (wB97M-V/def2-TZVPD).

Summary:
- Calculated total energy: -211791.0307 eV
- Energy above the lowest of the compared OMol25 structures with the same formula, charge and spin: 3.101 eV
- Charge: +3
- ⟨S²⟩: 6.03
- Multiplicity: 5

```
91
C34H43AsN3O5OsS3Se (wB97M-V/def2-TZVPD)
Os 0.0340 -0.0336 0.1829
O 2.8267 -0.4909 -0.8368
S 3.9844 -0.1506 -1.6652
C 3.5489 1.0267 -2.9663
C 2.2000 0.6395 -3.6058
C 1.0961 1.4686 -2.9517
C -0.3534 1.1198 -3.2672
S -0.8587 -0.5696 -2.8081
O 0.0443 -0.9542 -1.5750
C -2.5636 -0.2639 -1.9420
C -3.0790 1.1387 -2.0725
C -3.4264 1.6135 -0.8865
C -4.4048 -0.1539 0.7346
C -3.8771 -1.5696 0.7845
C -2.7915 -1.6971 0.0425
C 4.7690 -1.5185 -2.3679
C 5.9879 -1.2906 -3.0251
C 6.6426 -2.3757 -3.5695
C 6.0990 -3.6517 -3.4314
C 4.8983 -3.8614 -2.7497
C 4.2254 -2.7958 -2.1901
H 4.4011 1.0214 -3.6456
H 3.5049 1.9892 -2.4530
H 2.0171 -0.4337 -3.5126
H 2.2756 0.8486 -4.6740
H 1.2112 2.5099 -3.2650
H 1.2402 1.4818 -1.8727
H -0.5616 1.1585 -4.3395
H -0.9962 1.8327 -2.7538
H -3.2696 1.5996 -3.0315
H -3.9121 2.5629 -0.7091
H -4.6555 0.2223 1.7252
H -4.3985 -2.3768 1.2781
H -2.2570 -2.5928 -0.2335
H 6.4143 -0.2973 -3.0980
H 7.5803 -2.2349 -4.0885
H 6.6215 -4.4988 -3.8561
H 4.4941 -4.8605 -2.6642
H 3.2943 -2.9265 -1.6557
C -1.7627 7.1264 3.9482
C -1.2172 5.9757 3.1616
C -2.0388 4.8996 2.8038
C -1.5373 3.8264 2.1009
C -0.1883 3.8277 1.7440
C 0.6548 4.8848 2.0850
C 0.1280 5.9492 2.7889
S 0.4812 2.5060 0.8818
O 1.8263 2.7644 0.4844
O 0.3673 1.2093 1.7387
O -0.4376 2.0745 -0.2430
H -2.8465 7.1854 3.8763
H -1.3348 8.0696 3.6122
H -1.5024 7.0086 5.0026
H -3.0838 4.9160 3.0845
H -2.1815 3.0017 1.8279
H 1.6967 4.8673 1.7983
H 0.7703 6.7786 3.0549
C 2.8572 -0.7600 2.7708
C 2.2978 -2.0645 2.2136
As 0.4276 -1.9332 1.7144
C -0.1051 -3.6960 1.0611
C 0.8310 -4.8192 1.4968
C -0.5597 -1.5901 3.3504
C -0.3913 -2.7031 4.3797
H 3.9130 -0.8847 3.0088
H 2.3510 -0.4638 3.6899
H 2.7640 0.0615 2.0597
H 2.3717 -2.8734 2.9414
H 2.8397 -2.3829 1.3216
H -0.1680 -3.6312 -0.0261
H -1.1144 -3.8605 1.4427
H 1.8391 -4.6891 1.1045
H 0.4509 -5.7698 1.1240
H 0.8977 -4.8967 2.5815
H -1.6030 -1.4642 3.0537
H -0.2052 -0.6288 3.7250
H -0.7551 -3.6616 4.0084
H -0.9638 -2.4620 5.2745
H 0.6489 -2.8218 4.6835
Se -4.4340 -3.0189 -4.1215
N -5.5719 -2.2240 -3.0271
C -4.9451 -1.3525 -2.2797
C -5.8199 -0.5905 -1.3570
C -5.6384 -0.0918 -0.1354
C -3.1689 0.6166 0.1909
N -2.3399 -0.4290 -0.4972
C -3.5177 -1.2672 -2.5681
N -3.0684 -2.0584 -3.4975
H -6.8174 -0.4993 -1.7709
H -6.5009 0.3833 0.3166
H -2.6015 1.0204 1.0318
```

Mulliken population analysis, charges in e, atoms 1 to 2: 2.8678, -0.1104

---

No. 3
Entry from OMol25: C5H8N2S in the gas phase in a non-equilibrium geometry (wB97M-V/def2-TZVPD).

Summary:
- Calculated total energy: -19125.7522 eV
- Energy above the lowest of the compared OMol25 structures with the same formula, charge and spin: 4.669 eV
- SMILES: [H]/N=C\N(S)C(=C)C=C

```
16
C5H8N2S (wB97M-V/def2-TZVPD)
H 1.8095 1.8228 -0.5592
N 1.0391 2.0468 -1.3320
C 0.0059 1.3036 -1.4836
N -0.3034 -0.0026 -0.9333
S -1.5029 -1.1745 -1.3014
C 0.4353 -0.5895 0.1803
C 1.3230 -1.7432 -0.1120
C 0.2195 -0.1691 1.5208
C -1.0081 0.3990 1.7313
H -0.7429 1.7254 -2.1425
H -2.5852 -0.4483 -0.7764
H 2.0925 -2.2187 0.4950
H 1.3629 -1.9785 -1.2713
H 0.8914 -0.2471 2.3675
H -1.5783 0.5071 2.7498
H -1.4584 0.7667 0.8668
```

natural (NBO) population analysis, charges in e, atoms 1 to 2: 0.3594, -0.6706

---

No. 4
Entry from OMol25: 2 unconnected molecules or ions with the total composition C2H2N2O2S in a non-equilibrium geometry (wB97M-V/def2-TZVPD).

Summary:
- Calculated total energy: -20008.6339 eV
- Energy above the lowest of the compared OMol25 structures with the same formula, charge and spin: 7.715 eV

```
9
C2H2N2O2S (wB97M-V/def2-TZVPD)
C 1.1696 0.5795 -0.9162
C 0.2994 0.0822 -0.0591
N 1.0075 -0.7904 0.7421
N -2.1246 -0.1286 0.1427
O -2.6024 0.4899 1.0532
O -2.5242 -0.7849 -0.7724
S 2.4935 -0.0992 0.0015
H 1.1820 1.1659 -1.9171
H 1.0993 -0.5143 1.7252
```

natural (NBO) population analysis, charges in e, atoms 1 to 2: -0.5267, 0.1874

---

No. 5
Entry from OMol25: C4H6NOP in the gas phase in a non-equilibrium geometry (wB97M-V/def2-TZVPD).

Summary:
- Calculated total energy: -17070.3842 eV
- Energy above the lowest of the compared OMol25 structures with the same formula, charge and spin: 0.141 eV
- SMILES: Cc1ncc(P)o1

```
13
C4H6NOP (wB97M-V/def2-TZVPD)
C 2.2275 0.3311 -0.1694
C 0.9085 -0.1754 0.1626
N 0.5525 -0.9651 1.1383
C -0.7621 -1.0442 1.0779
C -1.2020 -0.3005 0.0090
P -2.7570 0.0960 -0.8065
O -0.0807 0.2527 -0.5286
H 2.1057 1.3397 -0.6986
H 2.7281 0.3717 0.7658
H 2.8366 -0.3346 -0.8519
H -1.3317 -1.6769 1.8167
H -2.1673 0.8232 -1.8217
H -3.0580 1.2823 -0.0936
```

natural (NBO) population analysis, charges in e, atoms 1 to 2: -0.6676, 0.4965

---

No. 6
Entry from OMol25: C3H5B in the gas phase in a non-equilibrium geometry (wB97M-V/def2-TZVPD).

Summary:
- Calculated total energy: -3863.7445 eV
- Energy above the lowest of the compared OMol25 structures with the same formula, charge and spin: 2.197 eV
- SMILES: C1B2CC12

```
9
C3H5B (wB97M-V/def2-TZVPD)
C 0.8353 0.9478 -0.1727
B 0.3823 -0.3935 -1.0128
C -0.9814 -0.6504 -0.2118
C 0.0497 -0.0365 0.6149
H 1.8819 0.9028 0.2927
H 0.4445 1.8445 -0.5101
H -1.9505 -0.2696 -0.4923
H -1.1915 -1.5755 0.2532
H 0.5295 -0.7696 1.2389
```

natural (NBO) population analysis, charges in e, atoms 1 to 2: -0.6392, 0.5319

---

No. 7
Entry from OMol25: a molecular structure, C3H8ClN in a non-equilibrium geometry (wB97M-V/def2-TZVPD).

Summary:
- Calculated total energy: -17247.2760 eV
- Energy above the lowest of the compared OMol25 structures with the same formula, charge and spin: 5.684 eV

```
13
C3H8ClN (wB97M-V/def2-TZVPD)
C -1.3718 -1.3606 0.6102
C 0.2429 0.1316 -0.5095
C 1.2060 1.2960 -0.5247
H -2.0166 -1.4947 -0.5492
H -0.3825 -2.2353 0.6136
H -1.9758 -1.7233 1.5294
H -0.0213 0.4885 1.5465
H -0.2000 -0.0648 -1.6316
H 0.8528 -1.0248 -0.0207
H 1.4126 1.5252 -1.7315
H 2.2730 1.2646 -0.0767
N -0.8610 0.3379 0.6374
Cl 0.8418 2.8598 0.1068
```

natural (NBO) population analysis, charges in e, atoms 1 to 2: -0.4717, -0.2667